No. 1
{"formula": "C2H4Br2S2", "method": "the ωB97M-V functional and the def2-TZVPD basis", "species": ["C", "C", "S", "S", "Br", "Br", "H", "H", "H", "H"], "xyz": [[0.683, -0.445, -0.259], [-1.485, 0.212, -0.431], [1.224, 1.066, 2.215], [1.608, 0.932, 0.168], [-1.446, 2.114, -0.346], [-2.601, -0.767, 0.709], [0.770, -0.620, -1.304], [0.745, -1.321, 0.217], [-1.744, -0.282, -1.455], [1.210, 2.424, 2.231]], "orbital_gap_ev": 8.2, "largest_force_ev_per_a": 5.6, "homo_ha": -0.2996, "de_lowest_kj_mol": 207.48}

No. 2
{"formula": "C7H11N2O2", "method": "the ωB97M-V functional and the def2-TZVPD basis", "species": ["C", "C", "O", "O", "H", "H", "H", "C", "C", "C", "C", "C", "N", "N", "H", "H", "H", "H", "H", "H", "H", "H"], "xyz": [[-2.224, 1.529, 1.722], [-2.262, 0.021, 2.117], [-2.511, -0.759, 1.161], [-1.985, -0.254, 3.295], [-2.888, 1.720, 0.882], [-1.216, 1.812, 1.396], [-2.435, 2.077, 2.645], [2.363, -0.012, -1.296], [2.874, -0.037, 0.142], [0.909, -0.342, -1.451], [0.254, -1.319, -0.724], [-1.172, -0.222, -1.930], [-0.010, 0.316, -2.212], [-1.061, -1.199, -1.000], [2.572, 1.002, -1.631], [2.942, -0.678, -1.919], [3.948, 0.176, 0.160], [0.703, -1.924, 0.051], [-2.113, -0.017, -2.411], [-1.791, -1.633, -0.447], [2.697, -0.976, 0.669], [2.405, 0.719, 0.778]], "orbital_gap_ev": 8.0, "largest_force_ev_per_a": 1.6, "homo_ha": -0.1616, "de_lowest_kj_mol": 41.34, "charge": -1}

No. 3
{"formula": "C17H33LaN2O2P2", "method": "the ωB97M-V functional and the def2-TZVPD basis", "species": ["C", "C", "N", "C", "C", "C", "C", "P", "La", "P", "C", "O", "O", "H", "H", "H", "C", "C", "H", "H", "H", "H", "C", "C", "H", "H", "H", "H", "H", "H", "H", "H", "H", "H", "H", "H", "H", "H", "H", "H", "H", "H", "C", "C", "C", "C", "C", "C", "N", "H", "H", "H", "H", "H", "H", "H", "H"], "xyz": [[-2.782, -2.321, -2.373], [-1.957, -1.261, -1.902], [-1.275, -1.430, -0.681], [-0.965, -2.698, -0.326], [-1.627, -3.790, -0.885], [-2.586, -3.595, -1.888], [-1.730, -0.151, -2.741], [-0.464, 1.129, -2.524], [-0.469, 0.816, 0.609], [0.458, -1.764, 1.988], [0.172, -2.998, 0.644], [-4.812, 1.210, -1.056], [-2.093, 3.128, 0.149], [-3.481, -2.140, -3.189], [-1.387, -4.792, -0.545], [-3.129, -4.447, -2.289], [0.231, 0.673, -4.160], [-1.335, 2.696, -3.004], [-0.017, -3.973, 1.115], [1.121, -3.065, 0.085], [-4.453, 1.054, -1.981], [-2.686, 0.147, -3.306], [2.172, -2.221, 2.513], [-0.560, -2.518, 3.340], [-1.673, 0.246, 2.453], [-2.560, 3.740, 0.753], [-2.826, 2.587, -0.198], [-5.096, 0.318, -0.735], [1.072, 0.034, -0.425], [-1.321, -0.241, 2.887], [-0.510, 0.963, -4.918], [1.207, 1.135, -4.334], [0.319, -0.421, -4.157], [-1.822, 2.579, -3.980], [-2.059, 3.045, -2.254], [-0.557, 3.470, -3.086], [-0.080, -3.439, 3.710], [-0.646, -1.785, 4.159], [-1.573, -2.722, 2.957], [2.148, -3.063, 3.231], [2.767, -2.474, 1.616], [2.614, -1.328, 2.995], [0.450, 2.483, 3.680], [1.361, 2.911, 2.597], [2.381, 3.871, 2.718], [3.075, 3.897, 1.498], [2.453, 2.955, 0.654], [2.936, 2.612, -0.696], [1.385, 2.359, 1.319], [-0.294, 3.266, 3.910], [1.044, 2.336, 4.599], [-0.087, 1.533, 3.474], [2.586, 4.446, 3.614], [3.940, 4.487, 1.223], [2.811, 3.464, -1.386], [4.021, 2.415, -0.642], [2.435, 1.730, -1.113]], "orbital_gap_ev": 5.9, "largest_force_ev_per_a": 3.3, "homo_ha": -0.2299}

No. 4
{"formula": "C6H5N2O2S", "method": "the ωB97M-V functional and the def2-TZVPD basis", "species": ["C", "C", "C", "C", "C", "C", "N", "N", "O", "O", "S", "H", "H", "H", "H", "H"], "xyz": [[-1.478, 1.054, 0.292], [-0.572, 0.574, 1.239], [-1.282, 0.410, -1.013], [-0.197, -0.420, -0.942], [1.167, -0.725, 1.637], [2.490, -1.168, 1.577], [0.248, -0.372, 0.832], [-1.902, 0.886, -2.185], [2.958, -1.581, 2.629], [3.052, -0.814, 0.290], [0.605, -1.466, -1.868], [-1.999, 1.979, 0.329], [-0.518, 1.024, 2.254], [2.316, -0.822, -0.364], [-2.095, 0.185, -2.847], [-2.792, 1.256, -1.860]], "s2": 2.022, "orbital_gap_ev": [5.2, 4.6], "largest_force_ev_per_a": 4.1, "homo_ha": [-0.0722, -0.0947], "multiplicity": 3, "charge": -1}

No. 5
{"formula": "C12H8IInNOS", "method": "the ωB97M-V functional and the def2-TZVPD basis", "species": ["O", "C", "C", "C", "C", "C", "C", "I", "N", "C", "C", "C", "C", "C", "C", "S", "H", "H", "H", "H", "H", "H", "H", "H", "In"], "xyz": [[-3.078, 1.783, -3.325], [-2.440, 0.938, -2.521], [-2.344, 1.241, -1.166], [-1.623, 0.356, -0.327], [-0.951, -0.921, -0.811], [-1.069, -1.184, -2.154], [-1.789, -0.304, -3.043], [-1.866, -0.797, -5.029], [-0.261, -1.772, 0.082], [0.687, -1.030, 0.913], [1.984, -1.550, 0.980], [2.917, -0.821, 1.760], [2.538, 0.338, 2.453], [1.223, 0.860, 2.402], [0.309, 0.148, 1.611], [-1.413, 0.680, 1.374], [-2.905, 2.667, -2.941], [-2.770, 2.142, -0.698], [-0.582, -2.094, -2.529], [-0.990, -2.122, 0.723], [2.244, -2.469, 0.445], [3.953, -1.187, 1.808], [3.300, 0.906, 3.054], [0.936, 1.785, 2.920], [3.991, 2.406, 4.018]], "orbital_gap_ev": 4.6, "largest_force_ev_per_a": 2.8, "homo_ha": -0.6876, "charge": 3}

No. 6
{"formula": "C6H6Br9FO3", "method": "the ωB97M-V functional and the def2-TZVPD basis", "species": ["C", "C", "O", "C", "O", "O", "F", "H", "H", "H", "C", "Br", "Br", "Br", "H", "C", "Br", "Br", "Br", "H", "C", "Br", "Br", "Br", "H"], "xyz": [[-8.660, -12.340, -21.945], [-10.211, -12.075, -22.022], [-10.789, -13.317, -21.771], [-9.914, -14.027, -21.156], [-10.214, -15.051, -20.510], [-8.662, -13.576, -21.238], [-10.562, -11.528, -23.216], [-8.183, -11.838, -21.104], [-8.191, -12.441, -22.924], [-10.552, -11.368, -21.265], [-7.800, -16.888, -24.417], [-7.618, -17.985, -26.081], [-6.405, -15.384, -24.294], [-7.502, -18.165, -23.062], [-8.746, -16.356, -24.515], [-12.007, -18.020, -22.376], [-13.843, -18.645, -22.487], [-11.385, -17.330, -24.170], [-10.814, -19.280, -21.373], [-11.962, -17.157, -21.711], [-11.328, -18.055, -17.390], [-9.492, -17.313, -17.446], [-12.436, -17.156, -18.890], [-12.074, -17.783, -15.507], [-11.371, -19.136, -17.523]], "s2": 0.755, "orbital_gap_ev": [2.7, 7.6], "largest_force_ev_per_a": 8.2, "homo_ha": [-0.0415, -0.2197], "multiplicity": 2, "charge": -1}